Record 1
Molecular formula: CH7BN2O6PS2
Method: DFT, wB97M-V/def2-TZVPD

Values from the calculation:
LUMO energy ... 3.22 eV
Kohn-Sham gap ... 8.39 eV
HOMO energy ... -5.168 eV
Total charge ... -1

Each line ends with the natural charge from an NBO analysis.
CARTESIAN COORDINATES (ANGSTROEM)
1 O 1.343 2.195 -1.468  -0.995
2 N -2.686 0.145 1.022  -1.140
3 P 2.521 0.732 0.617  0.839
4 H 0.921 -0.424 1.988  0.274
5 C 1.940 -0.634 1.664  -0.996
6 S -0.801 -1.064 -0.897  2.055
7 H -3.573 -0.298 1.243  0.374
8 O 3.401 -0.158 -0.471  -0.977
9 H -2.817 1.138 1.195  0.389
10 H -2.516 0.505 -2.225  0.511
11 O -0.233 1.657 0.384  -1.014
12 O -3.029 0.485 -1.403  -0.891
13 H 3.863 0.449 -1.067  0.492
14 N 0.210 0.034 -1.491  -1.239
15 H 1.921 -1.575 1.117  0.267
16 B -2.312 -0.031 -0.374  0.816
17 O -1.223 -1.864 -2.037  -0.992
18 H 2.601 -0.708 2.529  0.213
19 S 0.763 1.199 -0.582  2.005
20 O -0.294 -1.785 0.255  -0.991

=====

Record 2
Molecular formula: NO5P
Method: DFT, wB97M-V/def2-TZVPD

Values from the calculation:
Relative energy (zero: lowest compared OMol25 entry of this formula, charge and spin) ... 13.1 kcal per mole
LUMO energy ... 6.97 eV
Kohn-Sham gap ... 6.82 eV
HOMO energy ... 0.156 eV
Total charge ... -2

Each line ends with the natural charge from an NBO analysis.
CARTESIAN COORDINATES (ANGSTROEM)
1 O 2.575 -1.175 -0.007  -0.593
2 O 2.663 0.991 -0.024  -0.639
3 O -1.560 -0.578 1.389  -1.128
4 O -2.232 1.442 -0.018  -1.172
5 O -1.688 -0.617 -1.305  -1.132
6 P -1.745 0.025 0.021  2.425
7 N 1.987 -0.087 -0.056  0.238

=====

Record 3
Molecular formula: C27H52Cl2N3O5SiZn
Method: DFT, wB97M-V/def2-TZVPD

Values from the calculation:
Relative energy (zero: lowest compared OMol25 entry of this formula, charge and spin) ... 48.5 kcal per mole
LUMO energy (alpha / beta) ... 2.19 / 2.18 eV
Kohn-Sham gap (alpha / beta) ... 6.22 / 2.55 eV
HOMO energy (alpha / beta) ... -4.033 / -0.361 eV
Total charge ... -1

Each line ends with the Mulliken charge.
CARTESIAN COORDINATES (ANGSTROEM)
1 Cl -0.618 -2.221 -6.664  -0.462
2 C -2.017 0.099 -7.485  -1.705
3 C -2.850 3.461 -3.081  -0.601
4 C 2.950 -2.340 -5.294  -1.652
5 C 0.970 2.029 -9.832  -0.447
6 N -1.328 -3.917 -1.297  0.175
7 H 3.048 -1.169 -8.528  0.542
8 H 0.457 2.168 2.154  0.190
9 C 3.347 -3.264 -8.124  -1.461
10 H 1.634 -0.463 4.896  0.301
11 Cl 3.336 0.724 -3.099  -0.459
12 C -1.873 -2.782 -0.815  0.302
13 O -0.284 2.335 -3.301  -0.955
14 H -1.395 -1.580 3.569  0.185
15 H -2.983 -0.075 -7.004  0.437
16 H 2.856 0.510 -5.710  0.562
17 H 2.743 2.502 -6.944  0.356
18 H -2.013 -0.119 -0.379  0.078
19 H 3.151 -0.985 2.606  0.428
20 C 1.735 2.680 -8.860  -0.659
21 H -0.471 2.244 -5.329  -0.357
22 H -1.113 1.511 2.701  0.366
23 O 0.961 -0.007 -5.208  0.531
24 C 2.980 -1.877 -7.702  0.069
25 C 1.490 -1.503 4.533  -1.407
26 H 2.736 -4.006 -7.585  0.316
27 H 1.037 1.945 -0.185  0.399
28 C 1.697 0.680 -7.487  0.359
29 H 0.684 2.558 -10.742  0.353
30 H 4.040 -2.502 -5.220  0.349
31 H -1.887 -0.583 -8.324  0.308
32 H 2.398 0.642 2.838  0.336
33 N -0.647 1.098 0.704  0.791
34 H -0.559 2.038 -7.064  0.323
35 H -0.783 -0.946 -3.514  -0.133
36 C -1.887 0.328 0.607  -0.744
37 Zn 1.192 1.038 -3.268  -0.468
38 H 0.513 4.182 -3.009  0.441
39 C 0.625 0.690 -9.678  -1.088
40 H -3.655 4.204 -3.028  0.356
41 H -1.899 0.391 -3.742  -0.049
42 N -1.578 4.202 -2.996  0.687
43 C -1.527 -0.534 -4.206  -0.754
44 H -1.050 6.062 -2.104  0.450
45 H 2.638 -1.828 -4.387  0.099
46 H -0.795 -5.887 -0.838  0.290
47 H 2.483 -1.998 4.476  0.299
48 C 0.948 0.043 -8.481  0.392
49 C -0.404 3.592 -3.124  0.300
50 Si -0.842 -0.276 -5.942  1.666
51 C 2.405 -0.273 2.231  -0.985
52 H -2.338 -1.265 -4.289  0.505
53 H -2.024 1.942 -6.050  0.608
54 O 0.185 0.471 -1.350  -1.291
55 H -2.929 2.918 -4.031  0.148
56 C -0.667 -4.880 -0.428  -0.871
57 H -1.358 6.155 -3.848  0.303
58 C -1.273 -4.106 -2.734  -1.056
59 C 0.238 1.185 -0.305  0.698
60 O 1.090 -0.878 2.233  -0.066
61 C -0.575 -2.240 3.231  -0.849
62 H -1.867 -0.485 1.350  -0.016
63 C 2.055 -0.058 -6.201  -0.724
64 H 0.909 -2.040 5.301  0.376
65 H -1.064 2.956 1.652  0.410
66 O -2.358 -1.891 -1.523  -0.605
67 H 2.050 3.716 -9.036  0.351
68 C -0.959 1.674 -6.110  -1.259
69 H -2.119 1.095 -7.938  0.370
70 H -1.111 -4.807 0.572  0.311
71 C -0.583 1.985 1.862  -1.319
72 H -0.329 -3.734 -3.157  0.355
73 H -2.941 2.759 -2.241  0.077
74 H 0.095 0.149 -10.471  0.347
75 C -1.670 5.663 -2.915  -1.270
76 C 0.713 -1.544 3.295  0.963
77 H 3.154 -3.375 -9.208  0.368
78 C 2.102 2.012 -7.686  -0.695
79 H 0.411 -4.679 -0.340  0.291
80 H -0.820 -2.611 2.226  -0.088
81 H 2.582 -0.034 1.186  0.222
82 H 2.473 -3.327 -5.368  0.307
83 H -2.746 0.980 0.842  0.393
84 H 0.677 -1.004 -8.369  0.704
85 C 2.617 -1.476 -6.458  0.575
86 H -0.525 -3.081 3.936  0.496
87 H -1.375 -5.170 -2.953  0.399
88 H -1.844 -2.738 0.297  0.044
89 H -2.095 -3.547 -3.186  0.270
90 H 4.407 -3.523 -7.949  0.289
91 H -2.712 5.935 -2.732  0.282

=====

Record 4
Molecular formula: C37H42CoN4P2
Method: DFT, wB97M-V/def2-TZVPD

Values from the calculation:
LUMO energy (alpha / beta) ... 0.15 / -0.45 eV
Kohn-Sham gap (alpha / beta) ... 5.98 / 7.25 eV
HOMO energy (alpha / beta) ... -5.822 / -7.696 eV
Total charge ... 0
⟨S²⟩ ... 3.790
Spin multiplicity ... 4

Each line ends with the Löwdin spin population.
CARTESIAN COORDINATES (ANGSTROEM)
1 C 4.602 0.884 -3.034  0.000
2 C 0.606 -1.146 0.675  0.031
3 C 1.212 -1.352 6.927  0.004
4 C -4.971 1.256 -4.033  0.000
5 H -1.675 -1.219 5.045  0.003
6 N 1.473 -1.527 -3.062  0.000
7 H 0.427 0.951 0.061  0.002
8 H -2.517 -2.557 6.987  0.000
9 H 4.533 1.525 -2.173  0.000
10 C -0.237 0.084 0.279  0.038
11 C -1.113 -2.767 2.521  0.011
12 C 1.130 -2.051 -4.312  0.000
13 H -1.858 -2.059 0.562  0.005
14 H 0.175 -3.967 -4.903  0.000
15 Co -0.047 0.148 2.925  2.216
16 H 1.575 -1.067 0.134  0.002
17 H 2.673 0.377 3.740  0.006
18 H 3.450 -1.690 -4.675  0.000
19 C 2.265 -0.099 4.624  0.021
20 C -0.996 5.739 -3.885  0.000
21 H -3.794 1.526 -0.919  0.000
22 C -3.590 1.412 -4.165  0.000
23 H -0.895 1.189 -4.588  0.000
24 H 6.422 1.427 -4.169  0.000
25 P -1.367 2.092 -2.411  0.001
26 H -0.206 -4.249 -2.193  0.000
27 C -4.027 1.471 -1.968  0.000
28 H -1.621 5.545 -6.044  0.000
29 C 3.996 -0.822 -4.368  0.000
30 C -0.580 1.748 3.776  0.032
31 H -5.679 1.166 -4.835  0.000
32 N 3.605 -0.085 -3.239  0.000
33 C -2.059 -1.892 1.635  0.043
34 H 2.000 -1.228 2.361  0.008
35 H -2.998 1.361 -5.074  0.000
36 H -3.072 -2.292 1.799  0.005
37 C 0.701 -2.098 8.016  0.000
38 H 1.399 -2.373 8.819  0.000
39 H -0.986 -3.101 8.894  0.000
40 C -1.482 -2.195 6.976  -0.001
41 H -1.318 2.273 3.149  0.011
42 C 0.168 -2.194 2.910  -0.020
43 H 1.416 0.923 -4.612  0.000
44 C -2.032 -0.465 2.014  0.247
45 C -1.613 3.749 -4.780  0.000
46 H 1.083 -2.203 -1.088  0.001
47 C 3.115 -0.417 5.721  0.005
48 H -0.787 -0.045 -3.307  0.000
49 C 0.334 -1.016 5.821  0.015
50 C -0.623 -2.515 8.047  0.000
51 N -3.006 1.602 -2.916  0.000
52 H -1.690 1.478 1.159  0.009
53 H -6.201 1.107 -2.130  0.000
54 C 2.594 -1.046 6.835  -0.001
55 C 0.296 -3.455 -2.728  0.000
56 C 0.923 -0.392 4.688  0.109
57 H -2.874 -0.089 2.584  0.013
58 C -5.242 1.257 -2.609  0.000
59 C 1.048 1.157 -3.600  0.000
60 C -1.441 5.095 -5.083  0.000
61 H 0.368 2.317 3.850  0.015
62 H -0.613 4.813 -1.870  0.000
63 H -1.680 -2.994 3.429  0.000
64 H -0.758 6.787 -3.767  0.000
65 H -0.975 1.551 4.791  0.006
66 C 0.470 -3.269 -4.140  0.000
67 C -0.930 4.777 -2.892  0.000
68 H -0.770 -0.203 -0.644  0.009
69 C 5.545 0.798 -4.039  0.000
70 H 1.334 2.190 -3.291  0.000
71 P 2.012 0.044 -2.405  0.001
72 H -1.871 2.931 -5.429  0.000
73 C -0.481 0.981 -3.588  0.001
74 H -0.873 -3.719 2.015  -0.002
75 N -1.351 3.548 -3.428  0.000
76 C 0.934 -2.403 -2.117  0.002
77 H 4.168 -0.160 5.656  0.001
78 H 0.062 -2.029 0.327  0.003
79 H 3.236 -1.347 7.671  0.000
80 C 5.155 -0.276 -4.900  0.000
81 C 0.939 -1.324 2.120  0.074
82 C -1.011 -1.455 5.894  0.005
83 H 1.410 -1.546 -5.219  0.000
84 H 5.647 -0.601 -5.809  0.000
85 H 0.679 -2.757 3.693  0.000
86 C -1.265 0.473 1.309  0.068

=====

Record 5
Molecular formula: C5H12N2
Method: DFT, wB97M-V/def2-TZVPD

Values from the calculation:
Relative energy (zero: lowest compared OMol25 entry of this formula, charge and spin) ... 115.4 kcal per mole
LUMO energy (alpha / beta) ... 0.93 / 0.93 eV
Kohn-Sham gap (alpha / beta) ... 8.65 / 7.74 eV
HOMO energy (alpha / beta) ... -7.722 / -6.812 eV
Total charge ... 0

Each line ends with the natural charge from an NBO analysis.
CARTESIAN COORDINATES (ANGSTROEM)
1 H -0.683 -1.518 1.687  0.201
2 C -1.718 0.510 0.021  -0.655
3 H 1.377 -1.149 -0.022  0.202
4 N 0.331 1.007 -2.221  -0.053
5 H -1.806 1.291 -0.573  0.218
6 H 0.322 1.948 1.351  0.216
7 H -0.795 -2.773 0.526  0.202
8 H 1.305 1.754 -0.071  0.240
9 H 0.235 -1.717 -1.005  0.211
10 H 1.502 0.691 1.362  0.203
11 C -0.224 0.221 0.032  0.186
12 C 0.697 1.197 0.636  -0.706
13 H 1.763 2.190 -2.646  0.336
14 N 1.106 1.873 -1.999  -0.374
15 H 0.702 -2.600 1.374  0.208
16 C -0.160 -2.106 0.984  -0.590
17 H -2.328 -0.373 -0.410  0.212
18 H -1.968 0.703 1.084  0.211
19 C 0.343 -1.149 -0.109  -0.469

=====

Record 6
Molecular formula: C4H8N2O
Method: DFT, wB97M-V/def2-TZVPD

Values from the calculation:
Relative energy (zero: lowest compared OMol25 entry of this formula, charge and spin) ... 104.4 kcal per mole
LUMO energy ... 0.29 eV
Kohn-Sham gap ... 8.61 eV
HOMO energy ... -8.314 eV
Total charge ... 0

Each line ends with the natural charge from an NBO analysis.
CARTESIAN COORDINATES (ANGSTROEM)
1 H -0.377 0.298 -1.658  0.218
2 C -1.449 -1.041 -0.142  -0.674
3 H 3.306 0.136 -0.052  0.404
4 N 2.376 0.527 -0.038  -0.819
5 H -1.828 -1.487 -1.057  0.218
6 H 2.268 1.494 0.223  0.398
7 N -0.361 1.341 0.165  -0.631
8 H -2.271 -0.933 0.585  0.212
9 H -1.049 1.820 0.751  0.365
10 C -1.022 0.408 -0.775  -0.237
11 C 1.350 -0.361 0.169  0.509
12 H -0.734 -1.790 0.267  0.274
13 H -1.991 0.833 -1.026  0.218
14 C 0.222 0.325 0.854  0.175
15 O 1.477 -1.565 -0.003  -0.629

=====

| no. | DFT total energy (eV) |
| --- | --- |
| 1 | -48055.2291 |
| 2 | -21016.1795 |
| 3 | -124889.8869 |
| 4 | -101208.3114 |
| 5 | -8355.1312 |
| 6 | -9301.8664 |